#A
Computed, not measured: a 2-piece molecular cluster, C2H7PS3 overall, with wB97M-V/def2-TZVPD.

Values from the calculation:
Orbital gap = 9.45 eV
Molar mass = 158.3 g/mol
SMILES = S=[PH](S)S.C=C

Last column: Mulliken charge in e.
Element x y z (Å)
H  -2.45136  -0.66205  1.22649  0.307
C  -2.32125  0.10266  0.53180  -0.403
C  -2.06897  -0.11771  -0.75644  -0.560
H  -2.03404  -1.02088  -1.30899  0.305
S  2.99257  -0.38155  -1.66403  -0.360
H  1.13987  1.86420  -0.67846  0.176
S  1.10913  -1.33229  1.07800  -0.203
H  -2.25244  1.14855  0.86405  0.186
H  -1.92812  0.71393  -1.50967  0.173
H  0.36169  -1.92726  0.18383  0.162
H  3.30314  -0.08029  1.25799  0.082
S  1.66718  1.78070  0.55203  -0.220
P  2.48259  -0.08800  0.22338  0.355

---

#B
Computed, not measured: a 2-piece molecular cluster, C2H7PS3 overall, with wB97M-V/def2-TZVPD.

Values from the calculation:
Orbital gap (spin up / spin down) = 6.59 / 6.56 eV
Molar mass = 158.3 g/mol

Last column: Mulliken charge in e.
Element x y z (Å)
H  -2.79889  -0.60858  1.57534  0.166
S  -0.76404  -1.21396  -1.80686  -0.247
H  0.92902  0.16356  1.51188  0.365
S  -3.34732  1.80814  -0.09162  -0.144
H  2.88745  0.96996  0.32020  0.273
H  -2.13282  -1.31998  -1.69954  0.189
C  1.88837  0.77420  -0.30804  -1.126
C  0.94602  -0.17644  0.46360  -0.636
H  1.33957  -1.19075  0.44848  0.395
H  2.19188  0.51004  -1.27028  0.368
H  1.48476  1.77930  -0.40301  0.357
S  -1.74878  -1.38185  1.36265  -0.224
P  -0.87521  -0.11364  -0.10279  0.262

---

Which one is the least stable? From the structures above, #B.